1.
Entry from the Open Molecules 2025 dataset: C4H7N3O as an isolated structure (ωB97M-V/def2-TZVPD).

Results
Orbital gap = 7.697 eV
HOMO energy = -7.50 eV
LUMO energy = 0.007 hartree

Atoms and positions in Å:
C: -1.0834 0.2283 -0.0215
C: -0.5802 1.4598 0.2040
C: 1.1809 0.0915 -0.1287
C: 0.0066 -0.5927 -0.2043
H: -3.1848 0.4708 -0.6231
H: -2.5635 -1.0034 1.1881
H: -1.0138 2.5120 0.1795
H: 1.4482 2.2240 -0.3521
H: 2.7556 -1.2418 0.7230
H: 2.9400 -0.4827 -0.8443
H: -0.8083 -2.3987 0.0255
N: -2.3202 -0.3682 -0.1389
N: 0.7593 1.4417 -0.0697
N: 2.4331 -0.3671 0.1053
O: 0.0305 -1.9735 -0.0427


2.
Entry from the Open Molecules 2025 dataset: one molecule with the formula CH6N4OS (ωB97M-V/def2-TZVPD).

Results
Orbital gap = 8.609 eV
SMILES = NN/C(=N/S)NO
HOMO energy = -8.14 eV
LUMO energy = 0.017 hartree

Atoms and positions in Å:
C: -0.1221 0.2452 -0.4315
H: -2.1053 -1.4325 1.5192
H: -0.9972 -0.4032 2.3914
H: -1.8097 0.8983 0.5108
H: 0.4759 -1.0187 1.1666
H: 2.2619 -1.1255 -0.8687
H: 1.0875 2.9972 -2.0901
N: -1.0921 -0.9865 1.4949
N: -1.1622 0.0864 0.4732
N: 0.8844 -0.5124 0.1597
N: -0.2695 1.0740 -1.4329
O: 1.4801 -1.4254 -0.8158
S: 1.3682 1.6031 -2.0768


3.
Entry from the Open Molecules 2025 dataset: one molecule with the formula C5H10O2 (ωB97M-V/def2-TZVPD).

Results
Orbital gap = 10.945 eV
SMILES = C[C@@]1(CCO)CO1
HOMO energy = -10.01 eV
LUMO energy = 0.034 hartree

Atoms and positions in Å:
C: -1.4401 -1.3813 0.2923
C: -0.6140 -0.1722 -0.0736
C: 0.8381 -0.4367 -0.4834
C: 1.9065 0.3374 0.3013
O: 1.6676 1.7218 0.3794
C: -1.2663 1.0456 -0.5615
O: -0.8647 0.9429 0.8050
H: -1.3992 -2.1416 -0.4948
H: -1.0463 -1.8235 1.2148
H: -2.4837 -1.1036 0.4658
H: 0.9422 -0.2066 -1.5499
H: 1.0508 -1.5073 -0.3706
H: 2.8643 0.2184 -0.2160
H: 2.0223 -0.1093 1.3017
H: 0.8228 1.8056 0.8516
H: -2.3428 1.0707 -0.7281
H: -0.6765 1.7462 -1.1536


4.
Entry from the Open Molecules 2025 dataset: a 8-piece molecular cluster, C20H56O8 overall (ωB97M-V/def2-TZVPD).

Results
Orbital gap = 10.411 eV
SMILES = CC(C)O.CC(C)O.CC(C)O.CC(C)O.CC(C)O.CC(C)O.CO.CO
HOMO energy = -9.90 eV
LUMO energy = 0.019 hartree

Atoms and positions in Å:
C: 10.9880 8.4385 8.1014
C: 11.5696 8.6284 6.7115
C: 13.0236 8.9253 6.7289
O: 11.3591 7.4916 5.9718
H: 11.1904 9.3551 8.6554
H: 11.2901 7.5849 8.7083
H: 9.9002 8.3842 8.1447
H: 11.0857 9.5090 6.2892
H: 13.4222 9.0652 5.7241
H: 13.6898 8.1842 7.1706
H: 13.1784 9.8573 7.2724
H: 11.9331 6.7984 6.3059
C: 15.5309 16.0210 -0.5547
C: 16.6984 16.5989 -1.3242
C: 16.5439 18.1338 -1.4409
O: 17.8041 16.2710 -0.5314
H: 14.6448 16.0779 -1.1869
H: 15.2860 16.7074 0.2558
H: 15.5503 15.0176 -0.1293
H: 16.8076 16.1023 -2.2884
H: 16.4549 18.5817 -0.4512
H: 15.6594 18.2281 -2.0709
H: 17.4255 18.5699 -1.9107
H: 17.8515 16.9251 0.1696
C: 20.6979 18.7055 5.7776
C: 20.8015 18.7755 4.2850
C: 21.7986 17.8490 3.6566
O: 19.5517 18.6158 3.7166
H: 20.1868 17.7924 6.0829
H: 20.2155 19.5811 6.2121
H: 21.7127 18.6982 6.1752
H: 21.1653 19.7797 4.0674
H: 21.9173 18.0540 2.5927
H: 21.4642 16.8289 3.8455
H: 22.8142 17.9048 4.0484
H: 18.9270 18.9061 4.3852
C: 22.0543 7.6175 7.7098
C: 23.0302 8.6108 8.4303
C: 22.3396 9.6986 9.2058
O: 23.8826 7.8918 9.2862
H: 21.3632 7.1138 8.3857
H: 22.6089 6.7772 7.2922
H: 21.5080 8.1700 6.9454
H: 23.7274 9.0709 7.7301
H: 21.6907 10.3434 8.6132
H: 23.1228 10.3171 9.6444
H: 21.6833 9.3661 10.0100
H: 24.3090 8.5373 9.8546
C: 22.2576 5.5306 -3.9893
C: 21.1177 4.7526 -4.6741
C: 20.0312 4.3085 -3.6713
O: 20.4458 5.4455 -5.6554
H: 22.8361 5.0959 -3.1741
H: 21.8619 6.4701 -3.6032
H: 23.0302 5.8117 -4.7050
H: 21.6086 3.8834 -5.1118
H: 20.4032 3.5044 -3.0364
H: 19.2199 3.8992 -4.2734
H: 19.5988 5.0513 -3.0010
H: 19.7937 4.8686 -6.0598
C: 19.3383 11.0880 2.3303
C: 19.9948 10.6363 1.0626
C: 18.9335 10.1644 0.0911
O: 20.6248 11.8233 0.5653
H: 18.6076 11.8507 2.0611
H: 20.0570 11.4816 3.0491
H: 18.7116 10.2756 2.6982
H: 20.6201 9.8124 1.4065
H: 19.4670 9.6081 -0.6796
H: 18.3301 10.9677 -0.3318
H: 18.2682 9.4422 0.5644
H: 19.9895 12.5345 0.4545
C: 14.9894 12.9600 -6.1761
O: 15.7788 12.9849 -7.3225
H: 14.0671 12.3994 -6.3284
H: 15.6296 12.4797 -5.4361
H: 14.6652 13.9721 -5.9337
H: 16.4647 12.3200 -7.2277
C: 20.7293 10.5863 -6.9055
O: 19.4270 10.0253 -6.9484
H: 21.2974 10.1303 -6.0947
H: 21.2264 10.2492 -7.8151
H: 20.7771 11.6601 -6.7243
H: 19.5785 9.0800 -6.8774


5.
Entry from the Open Molecules 2025 dataset: C40H29Cl5CoIN3O5S as an isolated structure (ωB97M-V/def2-TZVPD).

Results
Orbital gap (spin up / spin down) = 5.551 / 5.759 eV
Spin multiplicity = 5
Charge = -1
HOMO energy (spin up / spin down) = -3.37 / -5.50 eV
<S²> = 6.053
LUMO energy (spin up / spin down) = 0.080 / 0.009 hartree

Atoms and positions in Å:
Co: 0.2313 -0.8954 -0.3372
C: -0.3863 0.1039 4.3236
C: 0.9106 -0.5328 3.9507
N: 1.8088 -0.7903 4.9038
C: 2.9769 -1.2923 4.5055
C: 3.3823 -1.5091 3.1784
C: 4.7777 -1.9789 2.8972
O: 4.8581 -3.3415 2.4670
C: 2.4790 -1.2573 2.1500
C: 2.8568 -1.3463 0.7913
N: 2.1500 -0.8887 -0.2688
C: 2.8973 -0.3223 -1.2891
C: 4.1896 0.1854 -1.0221
C: 5.0491 0.5961 -2.0222
C: 4.6543 0.5485 -3.3521
C: 3.3445 0.1898 -3.6397
C: 2.4789 -0.1965 -2.6312
I: 0.4821 -0.5198 -3.2030
C: 1.1500 -0.8177 2.5652
O: 0.2052 -0.6961 1.7455
H: -0.3419 0.4458 5.3548
H: -1.2052 -0.6139 4.2109
H: -0.5817 0.9376 3.6446
H: 3.6714 -1.5321 5.3080
H: 5.3709 -1.9255 3.8091
H: 5.2481 -1.3217 2.1569
H: 4.1893 -3.4822 1.7876
H: 3.8704 -1.6696 0.5724
H: 4.4661 0.3030 0.0175
H: 6.0283 0.9792 -1.7589
H: 5.3335 0.8171 -4.1508
H: 2.9840 0.2244 -4.6590
C: 0.8392 7.5676 -2.0408
C: 0.8443 6.1835 -1.4373
C: 1.8717 5.7667 -0.6006
C: 1.8536 4.4994 -0.0273
C: 0.8005 3.6412 -0.2954
C: -0.2333 4.0396 -1.1357
C: -0.2034 5.3011 -1.7033
S: 0.6954 2.0817 0.5627
O: 1.9945 1.8304 1.1491
O: -0.3984 2.2321 1.4993
O: 0.3709 1.1444 -0.5580
H: 1.7692 8.0944 -1.8252
H: 0.0126 8.1589 -1.6396
H: 0.7130 7.5182 -3.1247
H: 2.6945 6.4409 -0.3880
H: 2.6426 4.1559 0.6306
H: -1.0480 3.3512 -1.3309
H: -1.0079 5.6178 -2.3594
Cl: 2.2017 -3.3887 -1.8863
C: 0.7506 -3.8762 -1.0616
C: 0.0290 -2.9690 -0.2678
C: -0.9947 -3.5853 0.4851
Cl: -1.9335 -2.7085 1.6587
C: -1.3471 -4.9343 0.3599
Cl: -2.6502 -5.6104 1.2742
C: -0.6583 -5.7549 -0.5194
Cl: -1.1171 -7.4059 -0.7277
C: 0.4205 -5.2289 -1.2113
Cl: 1.3342 -6.2671 -2.2474
N: -1.5232 -0.8007 -0.5284
C: -2.7566 -0.6624 -0.5904
C: -3.4492 0.4424 0.1477
C: -2.9156 0.9025 1.3471
C: -3.5632 1.9088 2.0497
C: -4.7269 2.4733 1.5469
C: -5.2411 2.0385 0.3308
C: -4.6089 1.0192 -0.3648
C: -3.6022 -1.6705 -1.3202
C: -4.7044 -2.2235 -0.6701
C: -5.4726 -3.1916 -1.2993
C: -5.1582 -3.5998 -2.5901
C: -4.0582 -3.0553 -3.2363
C: -3.2728 -2.1059 -2.5970
H: -1.9789 0.4878 1.7020
H: -3.1463 2.2571 2.9875
H: -5.2268 3.2646 2.0933
H: -6.1348 2.4944 -0.0772
H: -5.0091 0.6730 -1.3105
H: -4.9415 -1.9024 0.3373
H: -6.3161 -3.6288 -0.7792
H: -5.7677 -4.3440 -3.0875
H: -3.8044 -3.3722 -4.2408
H: -2.3973 -1.7010 -3.0882


6.
Entry from the Open Molecules 2025 dataset: a 2-piece molecular cluster, C2H2BrClO2 overall (ωB97M-V/def2-TZVPD).

Results
Orbital gap (spin up / spin down) = 8.352 / 7.557 eV
HOMO energy (spin up / spin down) = -9.61 / -9.64 eV
LUMO energy (spin up / spin down) = -0.046 / -0.076 hartree

Atoms and positions in Å:
C: -1.3882 -0.1835 0.5827
C: 1.2863 -0.1179 0.1699
O: -1.5123 0.9408 0.8171
O: -1.2059 -1.3207 0.4396
Cl: -1.0880 0.3267 -2.2107
Br: 0.9779 1.1589 -1.0968
H: 2.1694 -0.7382 0.1488
H: 0.7608 -0.0661 1.1494


7.
Entry from the Open Molecules 2025 dataset: N5O15Pb4 as an isolated structure (ωB97M-V/def2-TZVPD).

Results
Orbital gap = 3.733 eV
Charge = +3
HOMO energy = -17.42 eV
LUMO energy = -0.503 hartree

Atoms and positions in Å:
Pb: -0.1950 -1.1646 2.5597
Pb: 2.6339 -1.4177 -0.9318
Pb: -3.0515 -0.9584 -1.6769
Pb: -1.2465 3.2625 2.3238
N: -2.4085 2.3243 -2.0922
O: -2.3562 1.1420 -2.4144
O: -3.5039 2.9411 -1.8897
O: -1.3469 2.9870 -2.1488
N: -0.8272 -1.9100 -3.7065
O: -1.8822 -2.6026 -3.8608
O: -0.4893 -0.9976 -4.4898
O: -0.4187 -1.6978 -2.4636
N: 2.5440 -3.0899 1.4251
O: 2.4158 -4.2107 1.9082
O: 1.5464 -2.2238 1.5072
O: 3.5960 -2.7027 0.8975
N: -0.2199 0.7791 0.0738
O: 0.7795 0.1605 0.4685
O: -1.2326 -0.0619 -0.0984
O: -0.4687 1.7818 0.7845
N: 1.4696 1.8918 3.6723
O: 0.9513 0.8707 3.1835
O: 2.6800 1.9762 3.8251
O: 1.0305 2.9208 3.1438


8.
Entry from the Open Molecules 2025 dataset: C20H19ClN4O8OsS2Se as an isolated structure (ωB97M-V/def2-TZVPD).

Results
Orbital gap (spin up / spin down) = 7.614 / 6.332 eV
Spin multiplicity = 5
HOMO energy (spin up / spin down) = -8.64 / -9.40 eV
<S²> = 6.048
LUMO energy (spin up / spin down) = -0.038 / -0.113 hartree

Atoms and positions in Å:
Os: -0.2702 0.1475 -0.1466
C: -3.6892 5.2093 -0.2215
C: -3.8543 4.3734 1.0356
N: -3.6699 2.9385 0.7591
C: -4.8946 2.2021 0.4271
C: -5.5552 1.5997 1.6554
C: -2.4599 2.3959 0.8019
S: -2.4086 0.6487 0.5782
N: -1.4570 3.2213 1.1010
C: -0.1778 2.9681 0.9651
O: 0.3363 1.9589 0.3563
C: 0.8012 3.9412 1.4829
C: 2.1557 3.7657 1.2061
C: 3.0821 4.6632 1.7112
C: 2.6581 5.7328 2.4848
C: 1.3066 5.9084 2.7670
C: 0.3780 5.0155 2.2680
H: -3.8754 6.2598 0.0015
H: -4.3872 4.8999 -1.0007
H: -2.6743 5.1147 -0.6061
H: -4.8552 4.4766 1.4551
H: -3.1338 4.6709 1.7920
H: -4.6619 1.4410 -0.3144
H: -5.5579 2.9221 -0.0531
H: -4.9220 0.8370 2.1084
H: -6.5011 1.1353 1.3775
H: -5.7603 2.3657 2.4044
H: 2.4847 2.9157 0.6252
H: 4.1340 4.5080 1.5172
H: 3.3845 6.4306 2.8820
H: 0.9838 6.7378 3.3828
H: -0.6742 5.1319 2.4861
Se: -1.4690 -4.2743 -1.5288
C: -1.0796 -2.6878 -1.0278
N: -0.8088 -1.5819 -0.6837
O: 1.1194 -0.9311 -3.3181
Cl: 1.3087 0.2697 -2.5936
O: 0.0335 0.9923 -2.4354
O: 2.3103 1.1045 -3.1316
O: 1.6492 -0.0680 -1.1525
O: 4.4786 1.8155 2.0061
S: 3.8248 0.8236 2.8114
O: 4.6094 0.0095 3.6888
N: 2.8655 -0.1164 1.8566
C: 1.6217 0.0354 2.1727
O: 0.6395 -0.5941 1.5980
C: 1.3252 0.9985 3.2738
C: 0.1035 1.3594 3.8103
C: 0.0945 2.3269 4.8085
C: 1.2799 2.9085 5.2487
C: 2.5082 2.5347 4.7115
C: 2.4963 1.5714 3.7257
H: -0.8089 0.8923 3.4589
H: -0.8440 2.6330 5.2528
H: 1.2464 3.6618 6.0252
H: 3.4320 2.9799 5.0560